Here is a molecular structure, C52H57MnN5O2PS2 from the Open Molecules 2025 dataset. Energies are from the ωB97M-V functional and the def2-TZVPD basis.

The geometry in XYZ format:
```
120
C52H57MnN5O2PS2 | the Open Molecules 2025 dataset | the ωB97M-V functional and the def2-TZVPD basis
Mn 1.2155 -0.0250 0.8680
C -0.1213 3.1663 3.3560
C 0.5917 2.2914 2.3910
N 0.3326 1.0331 2.2594
N -0.6027 0.4023 3.0144
C -0.6523 -0.8492 2.6540
O 0.1207 -1.2853 1.6699
C -1.4785 -1.8190 3.3624
C -1.2297 -3.1860 3.2166
C -1.9936 -4.0973 3.9229
C -3.0081 -3.6492 4.7600
C -3.2591 -2.2894 4.9035
C -2.4930 -1.3692 4.2126
C 1.6824 2.7451 1.5214
C 2.1321 4.0489 1.4690
C 3.2166 4.3538 0.6526
C 3.8301 3.3371 -0.0543
C 3.3212 2.0486 0.0360
N 2.2538 1.7563 0.7816
H -0.5849 2.5675 4.1361
H -0.9096 3.7180 2.8381
H 0.5585 3.8908 3.7999
H -0.4403 -3.5257 2.5606
H -1.8028 -5.1566 3.8242
H -3.6056 -4.3640 5.3082
H -4.0492 -1.9515 5.5584
H -2.6726 -0.3092 4.3234
H 1.6539 4.8140 2.0608
H 3.5844 5.3690 0.5919
H 4.6978 3.5223 -0.6693
H 3.7920 1.2338 -0.4929
S 4.6397 -3.1451 6.1861
C 3.8302 -2.9249 7.6636
C 2.6560 -2.2410 7.5181
C 2.4112 -1.8875 6.1752
C 3.4067 -2.3082 5.3244
C 3.4717 -2.1437 3.8819
C 2.6060 -1.2293 3.2438
N 2.6035 -1.0505 1.9334
C 3.4402 -1.7719 1.1557
C 4.3648 -2.6681 1.6890
C 5.2436 -3.3507 0.7708
C 5.1877 -3.1156 -0.5586
C 4.2315 -2.1875 -1.1109
C 4.1605 -1.8083 -2.4540
C 3.2555 -0.8415 -2.8694
C 2.3281 -0.3550 -1.9228
N 2.3673 -0.7158 -0.6484
C 3.3420 -1.5670 -0.2370
C 3.2595 -0.3111 -4.2263
C 2.9354 0.9643 -4.6146
C 3.1270 1.1785 -5.9985
C 3.5848 0.0596 -6.6318
S 3.7957 -1.2492 -5.5645
C 4.3620 -2.8433 3.0767
H 4.2626 -3.3069 8.5723
H 1.9985 -2.0079 8.3389
H 1.5235 -1.3594 5.8623
H 1.9214 -0.6243 3.8229
H 5.9639 -4.0493 1.1730
H 5.8685 -3.6159 -1.2324
H 4.8624 -2.2313 -3.1620
H 1.5469 0.3359 -2.2035
H 2.6145 1.7383 -3.9322
H 2.9445 2.1137 -6.5018
H 3.8090 -0.0624 -7.6772
H 5.0576 -3.5459 3.5195
O -0.1376 0.4478 -0.3865
P -1.5806 0.5944 -1.0036
C -1.9550 2.3578 -0.7021
C -3.2355 2.9189 -1.3831
C -3.0890 4.3985 -1.7495
C -2.4121 5.1658 -0.6229
C -0.9719 4.6649 -0.4135
C -0.7527 3.2707 -1.0094
C -2.8162 -0.4192 -0.1355
C -2.5956 -1.9447 -0.1854
C -3.8245 -2.6353 0.4039
C -5.0144 -2.5017 -0.5553
C -4.8974 -1.2318 -1.4000
C -4.2696 -0.0940 -0.6013
C -1.6918 0.1744 -2.7616
C -1.0502 -1.1597 -3.1831
C -1.7365 -1.6384 -4.4721
C -2.1233 -0.4585 -5.3757
C -1.1420 0.6895 -5.1803
C -1.2203 1.2587 -3.7510
H -2.1027 2.3738 0.3885
H -4.0728 2.8146 -0.6929
H -3.4927 2.3525 -2.2789
H -4.0797 4.8064 -1.9459
H -2.5199 4.5131 -2.6747
H -2.9966 5.0388 0.2916
H -2.4088 6.2329 -0.8384
H -0.7389 4.6513 0.6545
H -0.2633 5.3549 -0.8747
H 0.1715 2.8372 -0.6247
H -0.6317 3.3580 -2.0872
H -2.7137 -0.0846 0.9071
H -1.6846 -2.2279 0.3301
H -2.4940 -2.2824 -1.2159
H -4.0564 -2.1845 1.3714
H -3.6103 -3.6854 0.5952
H -5.9474 -2.4892 0.0083
H -5.0613 -3.3692 -1.2138
H -5.8810 -0.9195 -1.7505
H -4.3051 -1.4278 -2.2990
H -4.8736 0.0837 0.2904
H -4.3176 0.8242 -1.1779
H -2.7795 0.0636 -2.8620
H -1.1117 -1.9331 -2.4212
H 0.0115 -0.9867 -3.3637
H -2.6268 -2.2155 -4.2134
H -1.0672 -2.3194 -4.9998
H -3.1376 -0.1183 -5.1523
H -2.1346 -0.7741 -6.4180
H -1.3322 1.4907 -5.8939
H -0.1367 0.3251 -5.3822
H -1.9110 2.1018 -3.7345
H -0.2411 1.6431 -3.4514
```

Net charge: +3
Gap between HOMO and LUMO (alpha / beta): 4.79 / 5.07 eV
Maximum force: 0.9 eV Å⁻¹
DFT total energy: -4727.979269 Eh
Spin multiplicity: 4

Here is a molecular structure, C11H14BF3N6V from the Open Molecules 2025 dataset. Energies are from the ωB97M-V functional and the def2-TZVPD basis.

The geometry in XYZ format:
```
36
C11H14BF3N6V | the Open Molecules 2025 dataset | the ωB97M-V functional and the def2-TZVPD basis
H 3.0728 -1.9951 0.7809
N 1.0684 -1.5343 0.1386
B -1.2655 -1.3395 -0.9792
N 0.0558 -2.1958 -0.5893
C 0.4752 -3.4597 -0.7171
V 0.6518 0.1410 0.8572
H -0.1882 -4.1523 -1.1850
C 1.7678 -3.6143 -0.1856
H 2.3883 -4.4812 -0.1920
C 2.1439 -2.3758 0.3305
H -2.0036 -2.0373 -1.6011
C 1.6984 3.8351 0.4948
H 1.7129 4.6025 1.3233
H 1.1481 2.8482 0.7010
H 1.1184 4.3697 -0.2964
N -0.8324 -0.1704 -1.9412
N -1.9693 -0.6797 0.2450
N 0.0513 0.7548 -1.4127
N -1.2019 0.1153 1.1220
C -1.0974 0.1221 -3.2392
C -3.1879 -0.7714 0.7798
H -1.7284 -0.5029 -3.8498
H -3.8951 -1.4433 0.3371
C -0.3718 1.2560 -3.5847
C -3.2875 0.0400 1.9193
C 0.3484 1.6160 -2.4311
C -2.0267 0.6185 2.0942
H -0.3343 1.7383 -4.5460
H -4.1375 0.1994 2.5544
H 1.0799 2.4270 -2.3647
H -1.6244 1.3340 2.8095
H 2.7016 3.6237 0.0991
F 1.3196 1.3298 3.5527
C 1.7035 0.2369 2.7713
F 3.0804 0.4058 2.5876
F 1.5656 -0.8610 3.6168
```

Gap between HOMO and LUMO (alpha / beta): 7.81 / 9.71 eV
Maximum force: 5.0 eV Å⁻¹
DFT total energy: -2024.581060 Eh
Spin multiplicity: 4

Here is a single C2H5N3O2 molecule from the Open Molecules 2025 dataset. Energies are from the ωB97M-V functional and the def2-TZVPD basis.

The geometry in XYZ format:
```
12
C2H5N3O2 | the Open Molecules 2025 dataset | the ωB97M-V functional and the def2-TZVPD basis
C -0.2391 -0.8733 0.2397
C 0.2749 0.4788 0.6066
N 0.2816 -1.9589 0.1703
N -1.7664 0.9037 -0.3339
N 1.4060 0.8441 -0.1496
O -1.7127 -0.4744 -0.3066
O -0.8007 1.3065 0.6013
H 0.7752 0.6090 1.5269
H -0.1049 -2.7766 -0.3113
H -1.4951 1.1467 -1.3347
H 2.1739 0.4539 0.3281
H 1.2073 0.3404 -1.0369
```

Gap between HOMO and LUMO (alpha / beta): 5.56 / 6.79 eV
Maximum force: 7.8 eV Å⁻¹
DFT total energy: -393.614535 Eh
Spin multiplicity: 3

Here is a molecular structure, C31H46N4P2SiTi from the Open Molecules 2025 dataset. Energies are from the ωB97M-V functional and the def2-TZVPD basis.

The geometry in XYZ format:
```
85
C31H46N4P2SiTi | the Open Molecules 2025 dataset | the ωB97M-V functional and the def2-TZVPD basis
Ti 1.4553 -1.8847 0.9292
C -1.2883 -2.1078 -2.5329
C -0.6107 -1.2208 -1.7832
C -1.0032 -0.4659 -0.5424
C -1.3368 -1.1302 0.7962
C -2.5732 -2.0075 0.8166
C -3.4308 -2.1705 -0.1776
C -3.5321 -1.5201 -1.5328
C -2.7276 -2.4367 -2.4543
C 2.6520 -2.1116 2.5819
H -0.6980 -2.7609 -3.1902
H 0.4592 -1.0594 -2.0426
H -1.8658 0.1760 -0.7647
H -0.1773 0.2536 -0.3418
H -0.4180 -1.6766 1.2981
H -1.5612 -0.2982 1.4723
H -2.6492 -2.6910 1.6712
H -4.2758 -2.8474 0.0455
H -3.1359 -0.5009 -1.5279
H -4.5717 -1.4516 -1.8997
H -2.8403 -3.4948 -2.1322
H -3.1356 -2.4192 -3.4666
H 2.8066 -3.1613 2.8530
H 2.0965 -1.5263 3.3408
H 3.6298 -1.6320 2.3850
P -0.0955 1.7625 1.8049
P 1.7386 1.5305 -1.5852
N -1.8527 2.2905 1.9593
N 0.4770 3.0838 2.8546
N 0.4435 2.2689 -2.6808
N 3.0684 2.4287 -2.3649
C 0.0526 2.7579 0.2787
C 1.4882 2.7873 -0.2766
C -2.6017 1.8226 3.0443
C -3.7630 2.5693 3.1381
C -3.7526 3.5224 2.0790
C -2.5728 3.3267 1.3646
C 0.9924 2.8362 4.1333
C 1.3786 4.0461 4.6956
C 1.0842 5.0762 3.7425
C 0.4938 4.4695 2.6473
C 0.0089 1.5477 -3.7966
C -1.1209 2.1505 -4.3333
C -1.4048 3.3112 -3.5396
C -0.4207 3.3693 -2.5559
C 3.0764 3.3081 -3.4565
C 4.3459 3.8703 -3.5701
C 5.1392 3.3575 -2.4853
C 4.3275 2.5158 -1.7415
H -0.2873 3.8035 0.3712
H -0.6658 2.2836 -0.4078
H 1.7152 3.8032 -0.6527
H 2.2554 2.5267 0.4735
H -2.2289 0.9891 3.6234
H -4.5317 2.4573 3.8883
H -4.5083 4.2560 1.8551
H -2.2445 3.8414 0.4730
H 1.0424 1.8115 4.4896
H 1.8340 4.1869 5.6674
H 1.2914 6.1373 3.8269
H 0.1137 4.9174 1.7350
H 0.5518 0.6702 -4.1144
H -1.6697 1.8112 -5.1985
H -2.2045 4.0381 -3.6949
H -0.2949 4.0974 -1.7755
H 2.1826 3.4519 -4.0474
H 4.6699 4.5521 -4.3423
H 6.1838 3.5771 -2.2963
H 4.5191 1.9789 -0.8213
C 1.3319 -5.5749 -1.2424
Si 0.7003 -5.5491 0.5129
C -0.7015 -6.8172 0.4613
C 1.7774 -6.3888 1.7973
C 0.3802 -3.7542 0.9984
H 1.6293 -6.6007 -1.5105
H 2.2011 -4.9172 -1.3694
H 0.5447 -5.2566 -1.9420
H -0.2616 -7.8092 0.2664
H -1.2475 -6.9085 1.4081
H -1.4319 -6.6459 -0.3388
H 2.5667 -5.7244 2.1606
H 1.1611 -6.7183 2.6495
H 2.2418 -7.2850 1.3617
H -0.5434 -3.4033 0.4871
H 0.1293 -3.7013 2.0911
```

Gap between HOMO and LUMO (alpha / beta): 6.55 / 7.65 eV
Maximum force: 4.6 eV Å⁻¹
DFT total energy: -3249.292504 Eh
Spin multiplicity: 3

Here is a molecular structure, C18H27Br9N6O7 from the Open Molecules 2025 dataset. Energies are from the ωB97M-V functional and the def2-TZVPD basis.

The geometry in XYZ format:
```
67
C18H27Br9N6O7 | the Open Molecules 2025 dataset | the ωB97M-V functional and the def2-TZVPD basis
C -7.7732 -0.5502 2.3174
Br -7.1128 -1.7189 0.9396
Br -9.4931 0.3861 1.8954
Br -6.3834 0.9048 2.4980
H -7.8367 -0.9179 3.3415
C 0.2756 3.5346 6.7135
Br -1.4019 4.5127 7.0551
Br 1.4809 3.3283 8.2985
Br 1.2892 4.2773 5.1952
H 0.0677 2.4770 6.5516
C 6.5217 5.8113 -0.4665
Br 8.1319 5.5496 -1.6741
Br 5.0339 4.5859 -1.0651
Br 5.9831 7.6593 -0.0510
H 6.8144 5.3096 0.4559
C 6.0561 -3.7943 2.9692
C 7.0408 -3.1147 2.1812
C 7.3055 -1.7872 2.5253
C 6.7072 -1.1767 3.6383
C 5.8215 -1.9002 4.4532
C 5.5061 -3.1980 4.1077
O 4.7154 -3.9249 4.9086
O 8.0831 -1.0234 1.7555
H 5.7878 -4.8236 2.7821
H 7.4968 -3.5681 1.3135
H 6.8659 -0.1514 3.9381
H 5.3040 -1.3510 5.2259
H 4.7129 -4.8718 4.7506
H 7.9012 -1.3199 0.8607
C -5.6271 -0.0996 -6.0253
C -6.7530 0.5732 -5.7142
C -6.8007 1.9198 -5.4019
C -5.5968 2.5951 -5.3338
C -4.3888 1.9962 -5.7892
C -4.4515 0.6459 -6.0725
O -3.3338 -0.0717 -6.2264
O -7.9934 2.3960 -5.0241
H -5.7166 -1.1264 -6.3479
H -7.6220 -0.0630 -5.6340
H -5.6349 3.6259 -5.0139
H -3.4607 2.5483 -5.7811
H -3.4791 -0.9454 -6.5966
H -8.7342 1.7893 -5.0929
C 1.2927 -9.9801 -0.2695
O 1.5951 -11.1240 -0.1572
N 0.5984 -9.5225 -1.2872
N 1.4462 -9.1507 0.7104
H 0.5098 -8.5171 -1.2474
H 0.1557 -10.1783 -1.9149
H 1.8700 -9.4522 1.5762
H 0.9634 -8.2638 0.6902
C -0.0621 -1.6290 -0.1099
O -0.2110 -2.8278 -0.2039
N -0.6457 -0.6425 -0.7614
N 0.8553 -1.0936 0.5844
H -0.4279 0.3254 -0.5716
H -1.4397 -0.8389 -1.3539
H 0.8438 -0.0838 0.5979
H 1.5469 -1.6515 1.0645
C -1.6619 7.0117 -0.3949
O -1.6221 5.8318 -0.1315
N -2.6505 7.7914 0.0084
N -0.9110 7.6135 -1.2534
H -3.2563 7.3696 0.6978
H -2.5730 8.7903 -0.1192
H -0.1347 7.0753 -1.6107
H -1.3903 8.2188 -1.9045
```

Gap between HOMO and LUMO: 7.15 eV
Maximum force: 6.8 eV Å⁻¹
DFT total energy: -24723.364462 Eh

Here is a molecular structure, C18H22BBaF6O22PPd from the Open Molecules 2025 dataset. Energies are from the ωB97M-V functional and the def2-TZVPD basis.

The geometry in XYZ format:
```
72
C18H22BBaF6O22PPd | the Open Molecules 2025 dataset | the ωB97M-V functional and the def2-TZVPD basis
Pd 1.0714 -19.0141 5.6368
Ba 1.1893 -15.9117 8.0666
B 0.1436 -16.9789 5.6814
H -0.1582 -15.9076 5.7351
H 1.2292 -16.9600 5.4585
H -0.0976 -17.4622 6.6518
H -0.4956 -17.5183 4.8919
P 3.3473 -18.2581 6.9534
O 4.5113 -19.1373 7.2870
O 3.1164 -18.7105 5.4385
O 3.4757 -16.7029 7.2031
O 1.9202 -18.6288 7.4667
C -1.5439 -18.5181 12.3733
C -0.3548 -19.4260 12.1831
O 0.0824 -19.0563 10.8951
C -0.9844 -18.5024 10.2360
O -0.9557 -18.0144 9.1556
O -2.0584 -18.5345 11.0377
F -0.7705 -20.7289 12.0071
H -1.3226 -17.4942 12.6741
H -2.2562 -18.9087 13.0972
H 0.4229 -19.3697 12.9387
C -3.8419 -16.3123 3.7091
C -3.4961 -17.7333 4.0509
O -3.4458 -18.4037 2.8149
C -4.1742 -17.6663 1.9329
O -4.4825 -17.9760 0.8257
O -4.4497 -16.4517 2.4297
F -4.6027 -18.1495 4.7942
H -2.9437 -15.6884 3.6923
H -4.6340 -15.8607 4.3026
H -2.6348 -17.7490 4.7155
C -2.2967 -21.3900 8.6133
C -3.5057 -21.0031 7.7622
O -2.9414 -20.7027 6.5262
C -1.6220 -20.4841 6.6832
O -0.9111 -20.0114 5.8455
O -1.2146 -20.7358 7.9165
F -4.1012 -19.8610 8.2181
H -2.0861 -22.4549 8.7248
H -2.1685 -20.9855 9.6182
H -4.1836 -21.8539 7.7370
C 4.2210 -16.7892 3.1173
C 5.1605 -15.8762 3.9330
O 4.5142 -14.6327 3.6965
C 3.9826 -14.6490 2.4616
O 3.7631 -13.6755 1.8059
O 3.9075 -15.9120 2.0518
F 6.4155 -15.9324 3.4030
H 3.4089 -17.0045 3.8111
H 4.7226 -17.6901 2.7794
H 5.1925 -16.0641 5.0053
C -5.0731 -15.6813 7.5789
C -4.9308 -15.4699 9.1030
O -3.5706 -15.3160 9.3490
C -2.8507 -15.5295 8.2492
O -1.6729 -15.3652 8.1565
O -3.7063 -15.6908 7.2237
F -5.5329 -16.5151 9.7618
H -5.5786 -14.8121 7.1614
H -5.5591 -16.6351 7.3910
H -5.4555 -14.5957 9.4979
C 0.5179 -19.4005 0.0925
C -0.0297 -17.9801 0.3084
O 0.3184 -17.6885 1.6432
C 0.5640 -18.8865 2.2427
O 0.8874 -19.0103 3.3791
O 0.3725 -19.9197 1.4136
F -1.3796 -18.0015 0.0867
H 1.5850 -19.3273 -0.1285
H 0.0007 -19.8289 -0.7597
H 0.3382 -17.2057 -0.3643
```

Gap between HOMO and LUMO (alpha / beta): 5.82 / 5.96 eV
Maximum force: 3.0 eV Å⁻¹
DFT total energy: -3473.270270 Eh
Spin multiplicity: 3

Here is 2 unconnected molecules or ions with the total composition C4H12S from the Open Molecules 2025 dataset. Energies are from the ωB97M-V functional and the def2-TZVPD basis.

The geometry in XYZ format:
```
17
C4H12S | the Open Molecules 2025 dataset | the ωB97M-V functional and the def2-TZVPD basis
C -0.1697 -0.5678 -1.8236
S 1.5657 -0.0520 -1.9134
C 1.2628 0.8551 -3.6206
H -0.5993 -0.9236 -2.8370
H -0.4430 -0.9750 -0.7465
H -0.9263 0.4587 -1.7663
H 1.5390 0.1750 -4.3750
H 2.0498 1.5962 -3.6034
H 0.1950 1.1951 -3.7289
C -0.7259 -0.4944 2.3915
C -0.3398 0.0378 3.7180
H -0.7485 -1.6043 2.5974
H -1.6285 0.0285 1.7186
H -0.0947 -0.2862 1.5827
H -0.6837 -0.7806 4.4606
H 0.7462 0.5238 3.9208
H -0.9990 0.8136 4.0250
```

Gap between HOMO and LUMO: 9.50 eV
Maximum force: 4.7 eV Å⁻¹
DFT total energy: -557.665329 Eh

Here is 3 unconnected molecules or ions with the total composition C3H14NO2 from the Open Molecules 2025 dataset. Energies are from the ωB97M-V functional and the def2-TZVPD basis.

The geometry in XYZ format:
```
20
C3H14NO2 | the Open Molecules 2025 dataset | the ωB97M-V functional and the def2-TZVPD basis
C 0.5177 -0.9077 -0.3489
C 0.0292 -1.1169 -1.7676
C 0.7159 -2.2889 -2.4634
N -0.6020 -0.4535 0.5430
H 1.2435 -0.1169 -0.1946
H 0.9664 -1.8028 0.0911
H -1.0504 -1.2530 -1.8052
H 0.3327 -0.2670 -2.3678
H 0.4750 -3.2296 -1.9487
H 1.7996 -2.2469 -2.4391
H 0.3605 -2.4689 -3.4640
H -0.1425 0.0267 1.3138
H -1.2590 -1.1546 0.8906
H -1.2363 0.2422 0.1349
H -1.6006 3.6049 3.8574
H -1.1990 2.1649 3.6587
O -0.8677 3.0628 3.5462
H 0.5826 2.6089 1.7062
H 0.4011 3.2097 0.2892
O 0.5335 2.3865 0.7684
```

Net charge: +1
Gap between HOMO and LUMO: 11.42 eV
Maximum force: 1.7 eV Å⁻¹
DFT total energy: -327.686933 Eh